*P*
Density functional theory data (the ωB97M-V functional and the def2-TZVPD basis) for the ion C5H9N with charge +1.

Output
HOMO energy (alpha / beta) = -14.239 / -14.603 eV
Orbital gap (alpha / beta) = 0.409 / 0.273 Ha

The geometry in ORCA input format:
```
! RIJCOSX wB97M-V def2-TZVPD def2/J DEFGRID3
* xyz 1 2
C -0.93521 -0.51205 0.93675
N 1.03100 1.46371 1.50836
C 0.65752 1.05924 0.24511
C -0.19708 0.11690 -0.02688
C -0.45543 -0.36969 -1.34736
C 0.13042 -1.40977 -1.96443
H -2.02730 -0.31109 0.65455
H -0.67804 -0.33793 2.02504
H -0.85743 -1.60758 0.69507
H 0.53673 1.31453 2.30104
H 1.79557 2.07872 1.60934
H 1.47902 1.73432 -0.37757
H -1.09048 0.34734 -1.92960
H 0.88931 -2.01488 -1.41190
H -0.27859 -1.55176 -2.91753
*
```

=====

*Q*
Density functional theory data (the ωB97M-V functional and the def2-TZVPD basis) for the ion C5H9N with charge +1.

Output
HOMO energy (alpha / beta) = -14.821 / -14.818 eV
Orbital gap (alpha / beta) = 0.244 / 0.252 Ha

The geometry in ORCA input format:
```
! RIJCOSX wB97M-V def2-TZVPD def2/J DEFGRID3
* xyz 1 2
C 0.67678 0.78676 -1.15908
N -1.66495 -0.82010 -1.19356
C -0.74516 -1.19545 -0.19407
C 0.20136 -0.02762 0.04360
C 1.38767 0.18462 1.31715
C 0.08296 0.80713 1.26299
H 1.50430 1.38790 -0.77832
H 0.99433 0.18997 -2.00926
H -0.07454 1.51230 -1.46909
H -0.04634 -2.01587 -0.46196
H -2.20515 -1.60844 -1.54869
H -1.13952 -1.42785 0.80064
H 1.69560 -0.19934 2.29555
H -0.73108 0.52135 1.93442
H 0.06374 1.90465 1.15969
*
```

=====

Least stable of them? *Q*.

=====

*P*
Density functional theory data (the ωB97M-V functional and the def2-TZVPD basis) for a structure of composition C6H11NO2.

Output
HOMO energy = -8.848 eV
Orbital gap = 0.342 Ha

The geometry in ORCA input format:
```
! RIJCOSX wB97M-V def2-TZVPD def2/J DEFGRID3
* xyz 0 1
C 1.40268 -0.07593 -0.28742
C 0.68993 -1.44498 -0.18138
C -0.71219 -0.88685 -0.03718
C -2.55839 -0.18573 0.18576
C -0.68071 1.78045 -0.14128
C 0.52410 1.13428 -0.06708
H 2.76749 0.45704 1.28727
H 3.85534 0.17777 -0.46504
H 1.49224 -0.10969 -1.33375
H 0.73673 -2.13205 0.59124
H 0.59400 -2.09034 -1.19920
H -0.56913 0.03431 -0.78561
H -0.52380 -0.24848 0.82957
H -2.70145 -0.13417 1.40117
H -3.71369 -0.42996 -0.18142
H -0.84662 2.77671 0.33425
H 1.45406 1.87565 0.30940
N 2.69155 -0.17842 0.17945
O -2.00302 -1.44798 -0.07303
O -1.89912 1.12836 -0.36571
*
```

=====

*Q*
Density functional theory data (the ωB97M-V functional and the def2-TZVPD basis) for the molecule C6H11NO2.

Output
SMILES = C=C[C@](N)(O)OC(=C)C
HOMO energy = -9.220 eV
Orbital gap = 0.373 Ha

The geometry in ORCA input format:
```
! RIJCOSX wB97M-V def2-TZVPD def2/J DEFGRID3
* xyz 0 1
C 0.62314 -0.51096 -0.36709
C -1.82541 2.14536 0.18027
C -1.42355 0.70358 0.14773
N 0.34266 -1.67873 0.42395
C 2.14673 -0.05329 -0.38347
C -2.27826 -0.30652 0.09078
C 3.08005 -0.50365 0.42929
O 0.01098 0.61661 0.17114
O 0.27478 -0.74304 -1.68657
H -0.63056 -1.08072 -1.71678
H 0.92116 -2.45565 0.12957
H 0.48973 -1.48963 1.40702
H 2.34695 0.67072 -1.15810
H -1.51170 2.64014 -0.73777
H -2.90142 2.24380 0.29458
H -1.32891 2.64302 1.01117
H -1.97672 -1.33758 0.03293
H -3.33667 -0.12047 0.15887
H 4.09917 -0.15770 0.36564
H 2.87786 -1.22529 1.20687
*
```

=====

Least stable of them? *P*.

=====

*P*
Density functional theory data (the ωB97M-V functional and the def2-TZVPD basis) for a structure of composition C6H11NO2.

Output
HOMO energy = -7.677 eV
Orbital gap = 0.294 Ha

The geometry in ORCA input format:
```
! RIJCOSX wB97M-V def2-TZVPD def2/J DEFGRID3
* xyz 0 1
C -0.33201 -0.57440 0.65731
C 0.26834 -1.94241 0.41973
C -0.00406 0.61352 -1.62904
C 0.65672 0.56602 0.74946
N -1.33079 -0.54942 1.60904
C -0.72151 1.59949 -2.20542
C 1.03777 1.02686 1.94827
O 0.98688 1.12231 -0.41563
O 0.63488 -0.33036 -2.38617
H 1.48585 0.02642 -2.67199
H -0.66627 -0.16526 -0.66060
H -1.72653 0.35116 1.83488
H -1.93884 -1.35100 1.68450
H -0.51352 -2.66634 0.18125
H 0.95871 -1.90363 -0.41935
H 0.80050 -2.27096 1.31619
H -0.84149 1.63120 -3.27616
H -1.14223 2.39157 -1.61029
H 1.68445 1.88690 2.02428
H 0.70316 0.53832 2.84973
*
```

=====

*Q*
Density functional theory data (the ωB97M-V functional and the def2-TZVPD basis) for a cluster of 2 separate species, C6H11NO2 in total.

Output
SMILES = C[C@]12CC[C@H]1NC2=O.O
HOMO energy = -9.590 eV
Orbital gap = 0.377 Ha

The geometry in ORCA input format:
```
! RIJCOSX wB97M-V def2-TZVPD def2/J DEFGRID3
* xyz 0 1
C 0.50179 -2.25696 -0.66085
C 0.14253 -0.87557 -0.17967
C -0.50642 -0.69754 1.22882
C -1.70567 0.04990 0.59224
C -1.00082 0.00633 -0.77663
N 0.00144 1.05207 -0.99023
C 1.06599 0.29186 -0.53549
O 2.26674 0.47038 -0.56055
H 0.75027 -2.25386 -1.73126
H 1.37117 -2.63664 -0.10462
H -0.33730 -2.94738 -0.49952
H -0.77254 -1.65610 1.69010
H 0.09537 -0.12265 1.94451
H -2.62236 -0.55225 0.59417
H -1.94153 1.04936 0.97921
H -1.55965 -0.28219 -1.67371
H -0.04616 1.91665 -1.51747
H 1.17053 3.23796 -0.01315
O 1.82861 3.17044 0.71148
H 1.29802 3.03618 1.50265
*
```

=====

Least stable of them? *P*.

=====

*P*
Density functional theory data (the ωB97M-V functional and the def2-TZVPD basis) for a cluster of 2 separate species, C6H16 in total.

Output
SMILES = CC(C)C.CC
HOMO energy = -10.917 eV
Orbital gap = 0.439 Ha

The geometry in ORCA input format:
```
! RIJCOSX wB97M-V def2-TZVPD def2/J DEFGRID3
* xyz 0 1
C -0.59745 1.15070 -2.08212
C -1.10511 1.94418 -3.32615
H -0.41784 0.11262 -2.37732
H 0.35145 1.57248 -1.77606
H -1.39174 1.06661 -1.34870
H -0.45100 2.80293 -3.47070
H -2.12566 2.27135 -3.14949
H -1.04635 1.37312 -4.25005
C 0.20282 -0.69564 1.19114
C -0.56844 -0.99349 2.45213
C 1.16404 0.47999 1.22372
C 0.94449 -2.02635 0.82384
H -0.51805 -0.59072 0.37310
H -1.01001 -0.12351 2.95164
H 0.15223 -1.35478 3.20806
H 2.09966 0.30423 1.75290
H 1.51632 0.57487 0.19664
H 0.61710 1.36000 1.54716
H 0.20069 -2.81358 0.88658
H 1.38554 -1.98670 -0.17445
H 1.78807 -2.15898 1.50327
H -1.34053 -1.76139 2.44647
*
```

=====

*Q*
Density functional theory data (the ωB97M-V functional and the def2-TZVPD basis) for a cluster of 2 separate species, C6H16 in total.

Output
SMILES = CC(C)C.CC
HOMO energy = -11.276 eV
Orbital gap = 0.455 Ha

The geometry in ORCA input format:
```
! RIJCOSX wB97M-V def2-TZVPD def2/J DEFGRID3
* xyz 0 1
C 1.07238 -0.62196 0.42866
C 2.10159 -0.32496 1.51813
C 1.56379 -1.74761 -0.49730
C -0.27236 -0.96452 1.05272
H 0.96948 0.25652 -0.21732
H 3.01287 0.07637 1.06726
H 2.32239 -1.23612 2.04881
H 1.33365 -2.72438 -0.06125
H 0.99234 -1.69195 -1.42417
H 2.62410 -1.70753 -0.72312
H -0.78229 -0.05609 1.35965
H -0.97170 -1.50099 0.40347
H -0.11668 -1.65861 1.88153
H 1.78414 0.45767 2.21277
C -2.00329 2.09910 -0.49897
C -1.78656 1.23465 -1.76793
H -2.76259 1.55157 0.07106
H -1.27222 2.31448 0.27414
H -2.41432 3.04670 -0.83022
H -1.46411 1.86455 -2.59049
H -2.80169 0.95578 -2.04969
H -1.12894 0.37732 -1.65774
*
```

=====

*R*
Density functional theory data (the ωB97M-V functional and the def2-TZVPD basis) for a cluster of 2 separate species, C6H16 in total.

Output
SMILES = CCC.CCC
HOMO energy = -10.732 eV
Orbital gap = 0.436 Ha

The geometry in ORCA input format:
```
! RIJCOSX wB97M-V def2-TZVPD def2/J DEFGRID3
* xyz 0 1
C -1.66137 0.22438 -0.43466
C -1.58970 0.70241 -1.88019
C -3.00391 -0.42599 -0.11910
H -1.57017 1.08137 0.22761
H -0.82227 -0.39298 -0.12630
H -2.46476 1.27110 -2.09455
H -0.73803 1.36566 -2.03375
H -3.20672 -0.56649 0.94308
H -1.52664 -0.14794 -2.55974
H -3.08315 -1.42535 -0.56166
H -3.81356 0.16132 -0.55340
C 2.31442 0.11810 0.34367
C 2.37801 0.84015 1.67525
C 1.62807 -1.26222 0.39767
H 3.31540 -0.11924 -0.02244
H 1.97725 0.65877 -0.50449
H 3.39866 1.11041 1.95462
H 1.85686 1.79569 1.74079
H 1.39802 -1.61448 1.39933
H 1.98227 0.21082 2.47231
H 2.33770 -2.05835 0.09922
H 0.89363 -1.52711 -0.36329
*
```

=====

*S*
Density functional theory data (the ωB97M-V functional and the def2-TZVPD basis) for a cluster of 2 separate species, C6H16 in total.

Output
SMILES = CCC.CCC
HOMO energy = -10.639 eV
Orbital gap = 0.432 Ha

The geometry in ORCA input format:
```
! RIJCOSX wB97M-V def2-TZVPD def2/J DEFGRID3
* xyz 0 1
C -2.15406 1.24251 0.87811
C -0.99927 1.24587 1.95028
C -2.23537 0.07359 -0.09315
H -3.23194 1.46374 1.30528
H -1.90328 2.10980 0.14846
H -0.38594 2.16614 2.01726
H -1.40385 -0.51686 0.07428
H -3.28152 -0.37666 -0.00141
H -2.27450 0.30517 -1.13107
H -1.35655 0.99726 2.98256
H -0.34946 0.37576 1.58656
C 1.75981 -1.31266 -0.92541
C 1.13241 -0.41150 -2.04741
C 2.49370 -0.70118 0.28762
H 0.86596 -1.85275 -0.37685
H 2.25985 -2.22222 -1.29086
H 0.57452 -1.07636 -2.63680
H 1.73088 -0.38034 1.04103
H 1.85620 0.02078 -2.59910
H 0.44937 0.36087 -1.72203
H 3.24766 -1.50134 0.63751
H 3.20538 -0.00963 -0.08486
*
```

=====

Least stable of them? *S*.